Density functional theory data (ωB97M-V/def2-TZVPD) for a cluster of 2 separate species, C4H11NO2 in total at a distorted geometry.

Properties
F_max	4.03	eV Å⁻¹
highest occupied orbital energy	-9.29	eV
energy relative to the best compared isomer or geometry (same formula, charge and spin)	65.0	kcal/mol
SMILES string	NCCCC=O.O

Geometry (Å):
1 N -2.8105 -0.4489 -0.5175
2 C -1.7323 0.3516 0.1478
3 C -0.4295 -0.3936 0.3514
4 C 0.6703 0.5216 1.0303
5 C 2.0172 -0.2242 1.1381
6 O 2.3979 -1.1024 0.3832
7 H -3.2184 -1.2567 -0.0025
8 H -2.3268 -0.8237 -1.3546
9 H -2.0358 0.5485 1.1955
10 H -1.7355 1.2712 -0.4663
11 H -0.4796 -1.3794 0.8574
12 H -0.3533 -0.9694 -0.6889
13 H 0.0399 1.0364 1.8305
14 H 0.6020 1.4018 0.3362
15 H 2.5789 0.2522 2.0113
16 O 2.0125 0.6684 -2.0101
17 H 2.4392 0.0932 -1.3738
18 H 2.3637 0.4532 -2.8679